Here is 2 unconnected molecules or ions with the total composition C9H21N2O6P at a distorted geometry from the Open Molecules 2025 dataset. Energies are from ωB97M-V with the def2-TZVPD basis set.

Geometry as XYZ:
```
39
Properties=species:S:1:pos:R:3:forces:R:3
O -5.25634 -0.71347 1.17426 -0.153 -0.082 0.272
O -1.54948 -1.82069 -2.85387 -0.123 0.277 0.152
O 3.82473 3.14629 2.86202 -0.420 -0.666 -0.079
O 4.94805 3.77711 0.84101 0.061 -0.775 -1.701
O 2.57840 2.61350 0.66242 2.530 -0.114 0.390
O 4.73326 1.22191 1.44094 -0.865 1.696 -0.935
C -4.42764 -0.39529 0.33913 -1.751 0.708 0.297
C -2.46416 -1.69877 -2.05017 0.975 -0.387 -0.476
N -3.65717 -2.27925 -2.23768 -1.047 -0.010 0.436
N -3.27692 -1.06085 0.25599 1.988 -0.426 -0.706
C -4.71869 0.74197 -0.61896 0.198 -0.192 0.119
C -4.00830 -3.07197 -3.41416 0.464 0.211 0.064
C -2.22562 -0.90242 -0.75918 -0.980 -0.207 0.329
C 0.87362 1.38952 -0.47939 0.090 0.165 0.092
C 5.02165 -0.94122 2.42454 0.014 0.185 -0.238
C 2.24175 1.31154 0.18155 -0.843 -0.751 -0.890
C 4.56930 0.49184 2.66122 0.172 -1.099 0.830
P 3.99815 2.68413 1.46911 -1.142 0.189 2.553
H 5.46584 3.99068 1.62613 0.290 0.541 0.043
H -4.35040 -2.17128 -1.51288 0.104 -0.080 -0.082
H -3.14875 -1.77517 0.95690 -0.106 0.007 -0.034
H -4.00493 1.54546 -0.44818 0.071 0.120 -0.184
H -5.72588 1.11101 -0.42824 0.162 -0.135 0.064
H -4.65234 0.39503 -1.64754 0.115 0.137 -0.173
H -3.35269 -3.94281 -3.48101 -0.069 0.058 -0.073
H -3.87805 -2.47003 -4.31592 -0.003 -0.111 0.036
H -5.04534 -3.40451 -3.34944 0.153 0.130 0.140
H -2.12002 0.14939 -1.02490 0.054 -0.034 -0.039
H -1.27891 -1.23793 -0.33639 -0.058 0.024 -0.118
H 0.88100 2.13811 -1.27744 -0.027 -0.116 0.104
H 0.11298 1.66638 0.25663 0.067 0.004 -0.097
H 0.60824 0.42096 -0.91242 0.085 0.091 0.033
H 4.93119 -1.52358 3.34618 -0.008 0.123 -0.093
H 6.06667 -0.95900 2.10049 -0.146 -0.051 0.026
H 4.40465 -1.40973 1.65199 0.116 -0.009 0.077
H 2.20048 0.58364 0.99861 0.137 0.166 0.019
H 2.98152 0.96907 -0.55140 -0.052 0.077 0.199
H 3.52425 0.49070 2.99317 0.170 0.209 -0.105
H 5.17596 0.93974 3.45693 -0.223 0.129 -0.252
```
Forces are in eV/Å.

Results
Net charge = 0
Energy above the lowest of the compared OMol25 structures with the same formula, charge and spin = 0.0 kJ/mol
SMILES = CNC(=O)CNC(C)=O.CCOP(=O)(O)OCC
Maximum force = 2.80 eV Å⁻¹

Atom charges from the Mulliken analysis, given in e for atoms 1 to 6:
1 O -0.661
2 O -0.684
3 O -0.684
4 O -0.506
5 O -0.266
6 O -0.273

***

Here is 2 unconnected molecules or ions with the total composition C9H21N3 at a distorted geometry from the Open Molecules 2025 dataset. Energies are from ωB97M-V with the def2-TZVPD basis set.

Geometry as XYZ:
```
33
Properties=species:S:1:pos:R:3:forces:R:3
C 0.24853 0.19079 0.10919 -1.487 3.209 -1.803
C -0.64300 1.41702 -1.98584 3.578 -1.087 -0.238
C -0.25414 -1.12132 -1.93948 -1.211 2.429 -0.560
C -1.48412 1.30822 -3.20773 -2.033 -0.665 1.815
C -1.21452 -1.18391 -3.14127 0.211 1.427 0.542
C -0.69611 0.15027 -1.12234 -0.606 -1.628 1.519
C 0.07896 -0.86813 4.20292 -2.007 2.229 1.736
C 1.28567 1.44639 4.00464 1.571 -0.699 -1.419
C 1.11509 0.14943 3.74936 0.367 -0.187 0.770
N 0.67133 -0.72194 0.82102 0.065 -3.348 -0.344
N -1.00006 0.11283 -3.95009 -2.499 -0.611 -2.968
N 2.16867 -0.42914 2.88189 1.188 -0.515 0.013
H 0.50301 1.51547 -2.24868 -1.963 0.137 0.070
H -0.89316 2.34480 -1.54604 -0.310 0.738 1.184
H -0.43913 -2.07731 -1.53199 0.151 -0.856 1.437
H 0.83862 -0.94288 -2.07707 -0.790 -0.692 -0.901
H -2.55296 1.12036 -2.80658 1.461 0.152 -1.189
H -1.47177 2.25434 -3.71965 0.083 -0.099 -0.958
H -0.99523 -2.04310 -3.70510 0.403 -0.773 -1.363
H -2.33765 -1.27186 -2.89159 1.862 0.548 -0.064
H -1.77030 -0.01536 -0.79056 1.172 0.206 0.004
H 0.01667 -1.71252 3.54386 -0.260 -0.232 -0.499
H -0.97124 -0.28571 4.30863 2.339 -1.571 -0.547
H 0.22433 -1.28066 5.23753 0.345 0.486 -0.900
H 0.59910 1.21112 0.34216 -0.132 -0.252 0.133
H 0.72786 1.96502 4.74174 -0.639 0.549 0.188
H 2.13397 1.96471 3.43817 -1.301 -0.495 1.266
H 0.37790 -1.69250 0.51417 0.155 1.289 0.484
H -1.53769 -0.01636 -4.89685 1.164 0.490 1.992
H -0.03645 0.33563 -4.21181 0.150 -0.702 0.085
H 3.05123 0.07756 2.90648 -0.184 0.488 0.039
H 1.78108 -0.51604 1.90502 -0.356 0.198 -0.267
H 2.47550 -1.38523 3.06587 -0.485 -0.162 0.743
```
Forces are in eV/Å.

Results
Net charge = +2
Energy above the lowest of the compared OMol25 structures with the same formula, charge and spin = 218.6 kJ/mol
Maximum force = 3.97 eV Å⁻¹

Atom charges from the Mulliken analysis, given in e for atoms 1 to 6:
1 C -0.528
2 C -0.823
3 C -0.888
4 C -0.873
5 C -0.865
6 C 0.693

***

Here is 2 unconnected molecules or ions with the total composition C9H21NOP at a distorted geometry from the Open Molecules 2025 dataset. Energies are from ωB97M-V with the def2-TZVPD basis set.

Geometry as XYZ:
```
33
Properties=species:S:1:pos:R:3:forces:R:3
C -1.18116 1.37150 -1.04393 0.220 0.365 0.329
C -0.98582 2.23797 -2.17706 1.105 -0.672 -0.494
C -2.28683 1.59320 -0.14746 -2.702 -1.774 -1.840
C 2.66150 0.41712 -0.94573 1.904 -1.211 -1.175
C 2.80316 2.01759 0.84807 -0.505 0.408 0.538
C -1.68874 -2.70167 -0.39141 1.615 -2.006 0.784
C -0.57583 -3.23381 1.86361 -0.165 3.192 0.027
C 1.90070 1.41369 -0.22770 -1.217 2.512 -0.419
C -1.48635 -2.30793 1.02355 -1.112 -0.282 3.098
N 0.59508 0.98423 0.29827 -1.706 -0.158 -1.431
O -1.08217 -0.91812 1.04951 1.439 0.885 -0.399
P 0.43834 -0.62097 0.54585 -0.346 -0.339 2.385
H 0.03437 2.20731 -2.55234 -0.020 0.187 -0.258
H -1.38557 3.22579 -2.08756 0.069 0.988 0.637
H -1.65470 1.85973 -2.95489 0.059 -0.639 -0.197
H -1.95912 2.32626 0.49945 0.656 1.348 2.216
H -3.23409 2.08066 -0.63030 1.834 -0.826 0.222
H -2.60452 0.62608 0.27245 0.156 0.753 0.602
H 3.02070 -0.29669 -0.23855 0.609 -0.742 0.605
H 2.10759 -0.16524 -1.64019 -0.594 -0.242 -1.025
H 3.56571 0.84537 -1.43410 -0.729 -0.173 0.271
H 2.92492 3.09940 0.64605 0.255 -0.684 0.425
H 3.75446 1.46503 0.90200 -0.285 0.527 -0.080
H 2.28090 1.86199 1.79415 0.305 0.406 0.195
H -2.39021 -2.07419 -0.77394 -2.007 1.737 -1.592
H -0.78043 -2.75409 -1.04766 -0.575 0.190 0.867
H -2.10250 -3.68568 -0.31529 -0.342 -0.789 -0.533
H -0.41319 -2.80551 2.85909 -0.362 -0.186 -0.046
H 0.33899 -3.13040 1.38473 2.253 -0.690 -0.810
H -0.88433 -4.22324 1.92481 -0.705 -1.684 -0.071
H 1.59390 2.20189 -0.93631 0.374 0.021 0.233
H -2.38211 -2.22998 1.73694 0.345 -0.290 -1.977
H 1.05734 -0.68729 1.89588 0.173 -0.130 -1.086
```
Forces are in eV/Å.

Results
Net charge = +1
Energy above the lowest of the compared OMol25 structures with the same formula, charge and spin = 474.2 kJ/mol
Maximum force = 3.72 eV Å⁻¹

Atom charges from the Mulliken analysis, given in e for atoms 1 to 6:
1 C 0.719
2 C -1.168
3 C -0.910
4 C -1.957
5 C -1.219
6 C -1.301

***

Here is a molecular structure, C9H21NP at a distorted geometry from the Open Molecules 2025 dataset. Energies are from ωB97M-V with the def2-TZVPD basis set.

Geometry as XYZ:
```
32
Properties=species:S:1:pos:R:3:forces:R:3
C -2.41535 -0.87345 -0.06101 0.053 -1.133 -1.034
C 1.16541 0.95696 -0.97021 -0.475 -0.416 1.425
C 1.22722 2.03119 0.19292 1.148 -2.152 -1.928
C -2.78943 1.62418 0.49375 0.595 -1.469 -4.725
C 2.47933 0.12491 -1.01931 0.102 -1.065 -3.573
C -2.74432 0.16986 0.91756 2.271 0.672 1.055
C 3.16715 -0.44791 0.22755 0.527 -0.622 1.133
C 2.12908 -1.03734 1.23581 -2.958 2.952 -0.293
C 0.90967 -1.59232 0.37411 1.532 -1.859 -0.350
N -3.19718 -1.17513 -1.16278 1.757 0.368 1.323
P -0.16931 -0.41945 -0.59399 1.029 -1.026 -1.698
H -2.10186 -1.83898 0.37528 0.544 0.659 -0.102
H 2.22775 2.39978 0.25935 0.867 0.197 -0.147
H 1.06763 1.51149 1.08927 -0.531 -0.356 1.458
H 0.63687 2.87010 0.07899 -1.687 1.449 -0.282
H -3.21839 2.17516 1.23155 -1.471 1.669 1.953
H -3.47410 1.56113 -0.45697 1.088 0.895 1.688
H -1.85148 2.13891 0.18579 -0.347 -0.749 0.235
H 0.90284 1.34760 -1.96440 0.296 0.028 0.440
H 3.13338 0.68460 -1.72988 0.201 0.178 1.232
H 2.30617 -0.71358 -1.80236 -0.112 0.751 1.489
H -3.74363 0.03170 1.14469 -2.143 -0.891 1.191
H -2.07437 0.00330 1.81142 -0.892 0.153 -0.755
H 3.80874 0.32257 0.70802 -0.497 -0.476 -0.171
H 3.86816 -1.31932 0.00570 -0.854 1.278 -0.334
H 2.40215 -1.79436 1.90476 1.132 -1.454 0.372
H 1.73931 -0.27451 2.02478 0.597 -0.735 -1.600
H 1.47667 -2.40752 -0.27649 -1.595 1.782 0.673
H 0.19178 -2.19433 0.93066 0.184 -0.022 0.530
H -2.77177 -1.82456 -1.76812 0.066 -1.113 -0.626
H -4.05628 -0.82562 -1.49889 -0.581 1.297 0.026
H -0.23186 -1.21505 -1.88756 0.153 1.209 1.396
```
Forces are in eV/Å.

Results
Net charge = +1
Energy above the lowest of the compared OMol25 structures with the same formula, charge and spin = 143.9 kJ/mol
Maximum force = 4.98 eV Å⁻¹

Atom charges from the Mulliken analysis, given in e for atoms 1 to 6:
1 C 0.018
2 C 0.241
3 C -1.620
4 C -0.863
5 C -0.950
6 C -0.554